C43H48ClMoN4OSi | the ωB97M-V functional and the def2-TZVPD basis

Results
ΔE to the lowest compared entry with this formula, charge and spin = 0.010 eV
Largest force on an atom = 0.010 hartree/bohr
Spin multiplicity = 3
⟨S²⟩ = 2.03
Net charge = +1
Highest occupied orbital energy (spin up / spin down) = -10.15 / -10.62 eV
Total energy = -2779.45516 Eh
Gap between HOMO and LUMO (spin up / spin down) = 6.3 / 6.7 eV

```
99
C43H48ClMoN4OSi the ωB97M-V functional and the def2-TZVPD basis
Mo 0.16760 0.18411 -0.14104
Cl -0.19876 4.56567 5.46990
C -0.53015 3.45603 4.18530
C -1.69421 3.61698 3.42066
C -1.97956 2.76013 2.38644
C -1.09651 1.72042 2.04341
O -1.35703 0.98118 0.98532
C 0.04260 1.51706 2.87449
C 0.73701 0.27144 2.83644
N 0.52249 -0.58751 1.88910
C 0.71226 -1.96595 2.02143
C 1.10545 -2.65163 3.14453
C 1.17433 -4.05839 3.12268
C 0.80767 -4.76513 2.01222
C 0.35822 -4.08656 0.85444
C -0.08165 -4.74438 -0.31558
C -0.52943 -4.00412 -1.37347
C -0.50334 -2.60566 -1.29477
N -0.05966 -1.95108 -0.23156
C 0.33028 -2.68367 0.86241
C 0.31018 2.40695 3.93585
H -2.36909 4.42885 3.65701
H -2.87867 2.88311 1.79762
H 1.36092 0.01220 3.69288
H 1.34684 -2.12398 4.05715
H 1.50059 -4.58046 4.01159
H 0.83844 -5.84662 2.00841
H -0.07177 -5.82625 -0.35586
H -0.89456 -4.46817 -2.27802
H -0.83931 -1.99433 -2.11959
H 1.17648 2.24177 4.56411
C -3.06763 2.31807 -1.64340
Si -2.48095 0.60031 -2.10142
C -2.93414 0.19852 -3.87319
C -3.30259 -0.65944 -0.97416
N -0.72077 0.43439 -1.91667
C 0.07291 0.62920 -3.08311
C 0.90696 -0.37184 -3.57954
C 1.65901 -0.16586 -4.72740
C 1.60045 1.04503 -5.39869
C 0.78339 2.05320 -4.90575
C 0.03086 1.85006 -3.76023
H -4.14618 2.39613 -1.80231
H -2.59101 3.09370 -2.24496
H -2.86932 2.52768 -0.59185
H -3.94091 -0.22434 -3.90244
H -2.25097 -0.52905 -4.31724
H -2.92600 1.08194 -4.51280
H -4.33691 -0.35422 -0.79676
H -2.83151 -0.75378 0.00549
H -3.33643 -1.64689 -1.44098
H 0.97615 -1.32273 -3.06519
H 2.29477 -0.96102 -5.09724
H 2.18495 1.20282 -6.29479
H 0.73351 3.00801 -5.41304
H -0.58962 2.64802 -3.37109
C 4.43190 5.09615 -0.70719
C 3.16296 4.29576 -0.60690
C 1.93157 4.91939 -0.52064
C 0.76239 4.16987 -0.41843
C -0.57777 4.84271 -0.35262
C 0.87543 2.79124 -0.41194
C 2.09961 2.11327 -0.51117
C 3.24319 2.90270 -0.59470
N 2.03155 0.67874 -0.46424
C 3.29942 -0.09992 -0.45138
C 4.07036 0.11088 -1.77405
C 5.38303 -0.67736 -1.75113
C 6.21340 -0.27725 -0.52715
C 5.44723 -0.60825 0.75882
C 5.11782 -2.10111 0.79582
C 4.26383 -2.44867 -0.42414
C 5.06356 -2.17038 -1.69517
C 2.98596 -1.59821 -0.40088
C 4.14535 0.20007 0.80048
H 4.22431 6.16431 -0.72421
H 4.98061 4.84258 -1.61546
H 5.08852 4.89251 0.14033
H 1.87335 6.00141 -0.52844
H -0.50701 5.79594 0.17023
H -1.31136 4.22300 0.16016
H -0.95694 5.04492 -1.35691
H -0.07769 2.25389 -0.36633
H 4.22853 2.47562 -0.64584
H 4.26796 1.15434 -1.98779
H 3.43548 -0.24601 -2.58890
H 5.94005 -0.45128 -2.66333
H 6.44260 0.79286 -0.56118
H 7.16900 -0.80775 -0.53636
H 6.05474 -0.34192 1.62718
H 4.57833 -2.34202 1.71824
H 6.03555 -2.69487 0.79269
H 3.97444 -3.50296 -0.38798
H 4.49233 -2.46464 -2.58094
H 5.98415 -2.76004 -1.69080
H 2.46234 -1.82125 0.52652
H 2.34273 -1.86842 -1.24481
H 4.36905 1.25927 0.90993
H 3.55767 -0.08821 1.68107
```

***

C43H49BrN5O6SSbTl | the ωB97M-V functional and the def2-TZVPD basis

Results
ΔE to the lowest compared entry with this formula, charge and spin = 0.306 eV
Largest force on an atom = 0.011 hartree/bohr
Spin multiplicity = 1
Net charge = -1
Highest occupied orbital energy = -5.15 eV
Total energy = -5778.16282 Eh
Gap between HOMO and LUMO = 6.0 eV

```
107
C43H49BrN5O6SSbTl the ωB97M-V functional and the def2-TZVPD basis
Tl -0.66051 -0.92803 -1.36009
O -5.82139 -1.64939 4.83616
N -5.15633 -0.63348 4.77957
O -4.99922 0.12678 5.71327
C -4.45035 -0.30850 3.51667
C -4.09888 0.98465 3.40070
C -3.46827 1.46114 2.21410
C -3.11489 2.81247 2.06244
C -2.51895 3.20865 0.89875
C -2.28806 2.24460 -0.09764
N -2.62059 0.97659 0.01898
C -3.20149 0.57219 1.16225
C -3.54310 -0.83638 1.31834
N -3.17540 -1.65566 0.31971
C -3.39360 -2.94565 0.44083
C -4.01479 -3.49987 1.56961
C -4.40974 -2.68375 2.59237
C -4.17463 -1.29515 2.49502
H -4.31324 1.66814 4.21100
H -3.31229 3.51134 2.86614
H -2.21591 4.23363 0.73627
H -1.79053 2.50390 -1.02445
H -3.04805 -3.55244 -0.38862
H -4.17282 -4.56812 1.62834
H -4.88022 -3.09604 3.46587
C 3.79985 7.07724 -1.33218
C 3.55375 5.64775 -1.73084
C 2.74364 5.33611 -2.81957
C 2.48808 4.02229 -3.17371
C 3.03799 2.98638 -2.42924
C 3.85751 3.28079 -1.34938
C 4.11529 4.60116 -1.00782
S 2.69321 1.27903 -2.84185
O 3.11110 1.13385 -4.22561
O 3.42144 0.51643 -1.85153
N 1.14432 1.08050 -2.58484
C 0.16424 1.36416 -3.49262
C 0.31997 1.70824 -4.85890
C -0.79688 1.93958 -5.62406
C -2.07465 1.81497 -5.07043
C -2.14113 1.44328 -3.74677
N -1.07501 1.23971 -2.97602
H 3.56573 7.76046 -2.14856
H 4.84103 7.23275 -1.04652
H 3.18066 7.35848 -0.47721
H 2.30901 6.13924 -3.40452
H 1.86306 3.80294 -4.02855
H 4.29091 2.45456 -0.79555
H 4.75874 4.81976 -0.16312
H 1.31026 1.74961 -5.28458
H -0.67848 2.20233 -6.66934
H -2.97263 1.96996 -5.65163
H -3.09996 1.28232 -3.26169
C 4.40751 -0.92631 3.72568
C 4.10174 -1.33686 2.28871
C 4.32235 -2.84271 2.14395
C 5.06006 -0.62405 1.32946
Sb 2.08429 -0.90280 1.54142
C 0.78276 -2.17622 2.76323
C 1.13586 -2.37420 4.22934
C 0.76315 -3.53516 2.05101
C -0.62372 -1.58945 2.63890
C 1.68334 1.08336 2.37717
C 2.86117 1.99520 2.05764
C 1.41700 1.12653 3.88196
C 0.46408 1.59703 1.60300
H 5.42672 -1.24088 3.98715
H 3.72991 -1.38430 4.44781
H 4.36149 0.15474 3.86541
H 5.38012 -3.07508 2.31861
H 4.07120 -3.20254 1.14329
H 3.74006 -3.41620 2.86769
H 6.08789 -0.94521 1.54048
H 5.02539 0.45992 1.44131
H 4.84455 -0.84986 0.28236
H 2.08328 -2.90104 4.35359
H 0.36373 -2.98735 4.71293
H 1.19312 -1.43101 4.77344
H 1.73865 -4.02470 2.04135
H 0.42903 -3.44234 1.01405
H 0.06110 -4.20522 2.56309
H -0.77904 -0.70973 3.26956
H -1.36305 -2.34243 2.93807
H -0.85277 -1.31300 1.61086
H 3.74336 1.76216 2.65561
H 2.57968 3.03341 2.27598
H 3.13432 1.94809 0.99854
H 2.24992 0.70913 4.45235
H 0.51089 0.59340 4.17161
H 1.29625 2.17011 4.20257
H 0.63440 1.59550 0.52013
H 0.23847 2.62715 1.90625
H -0.42876 0.99761 1.80679
Br -5.21701 -5.99001 -7.53578
C -4.26492 -5.05017 -6.18098
C -3.82638 -5.74173 -5.06464
C -3.13473 -5.04904 -4.08258
C -2.88791 -3.68817 -4.21007
C -3.33715 -3.01983 -5.34227
C -4.02860 -3.69501 -6.33628
C -2.13290 -2.93837 -3.11735
O -1.95289 -1.71302 -3.31658
O -1.76590 -3.59138 -2.12233
H -4.02017 -6.80133 -4.96930
H -2.76668 -5.55324 -3.19873
H -3.13245 -1.96021 -5.42520
H -4.37958 -3.17862 -7.21927
```